# 1
DFT (wB97M-V/def2-TZVPD) results for a molecular structure, C22H15AuN6O2SSe.

Structure (XYZ):
```
48
Properties=species:S:1:pos:R:3:forces:R:3
C 6.159454 -0.351748 -0.884870 0.005 -0.022 -0.001
H 2.009791 -2.809394 4.067940 -0.007 -0.005 0.002
C -3.950405 -0.452321 0.444508 0.012 0.003 0.001
C -0.157142 4.136408 -1.738739 -0.012 -0.016 0.003
Se 1.500531 1.905388 -4.448960 -0.017 -0.035 -0.003
C 0.605023 1.815679 -2.139478 -0.195 -0.091 -0.171
Au 0.188089 -0.408739 -0.011178 0.429 0.436 0.218
O -2.048063 0.253228 1.716372 0.056 0.002 -0.049
C -0.487286 2.349438 -0.162972 0.186 0.101 0.075
H 7.205165 -0.299691 -1.153758 -0.003 0.003 -0.001
H 4.180805 -1.839282 2.520137 -0.006 0.033 0.022
N 2.214263 -0.648939 0.334449 0.024 -0.197 0.013
H -0.888336 2.014026 0.786802 -0.005 -0.016 0.007
H -1.828048 -2.465212 1.710999 -0.014 -0.023 -0.061
C 5.187388 0.011328 -1.830126 -0.025 0.015 -0.041
C -5.727938 -1.522048 -0.762108 -0.011 -0.002 0.009
C 2.458167 -1.256368 1.495049 -0.082 -0.035 -0.039
H -4.523662 0.767037 2.114059 0.002 0.003 -0.006
H -6.947671 0.354463 1.788241 -0.001 -0.003 -0.002
C -4.375599 -1.279945 -0.595525 -0.002 0.033 -0.011
C 0.470530 3.181548 -2.580581 0.023 -0.003 0.043
C 3.838202 -0.030975 -1.549490 0.001 0.155 0.093
H 5.510001 0.318025 -2.815798 -0.003 0.013 0.008
C 3.464278 -0.448888 -0.276446 0.023 0.160 0.108
C -0.816101 -2.428808 2.082108 -0.036 0.001 0.007
H 6.541508 -1.126841 1.087443 -0.001 0.011 0.005
S -0.352457 -3.164992 3.525014 0.036 0.001 0.017
O -1.735887 -0.451837 -0.372406 -0.061 -0.264 -0.016
N 3.761253 -1.357765 1.739598 0.023 -0.098 -0.033
H 3.097044 0.224494 -2.284221 -0.054 0.026 -0.075
H -1.145824 4.363328 0.142451 -0.006 -0.001 -0.002
C 1.248241 -2.593889 3.335715 -0.010 0.007 0.000
H -3.653551 -1.732124 -1.261408 0.001 0.012 -0.011
C 5.803620 -0.806034 0.364979 -0.012 -0.011 0.004
H -7.705121 -1.119808 -0.041671 -0.001 0.003 -0.003
C -2.521028 -0.181102 0.679017 0.019 0.243 0.073
C -6.648616 -0.931209 0.094648 0.010 0.002 0.001
C 1.352052 -1.882781 2.188582 -0.037 0.057 0.100
N 0.137507 1.443118 -0.896525 -0.072 -0.117 -0.061
C -6.224447 -0.102271 1.126798 -0.002 -0.009 -0.003
H -0.263790 5.159974 -2.072916 0.018 0.004 0.007
H -6.066722 -2.169209 -1.559273 -0.002 0.002 -0.001
N 0.166405 -1.802163 1.483934 -0.172 -0.229 -0.230
N 0.922150 3.424480 -3.798730 -0.024 0.000 -0.020
N 1.114781 0.967162 -2.994476 0.044 -0.102 0.032
C 4.441888 -0.860336 0.634992 -0.006 -0.002 -0.021
C -0.636304 3.701074 -0.541882 -0.021 -0.001 -0.012
C -4.874139 0.134536 1.309696 -0.012 -0.042 0.026
```
Forces are in eV/Å.

Computed properties:
Multiplicity: 1
Kohn-Sham gap in eV: 6.43
Net charge: +2
Energy in eV: -115951.6702

# 2
DFT (wB97M-V/def2-TZVPD) results for a single C2H3NO2S molecule at a distorted geometry.

Structure (XYZ):
```
9
Properties=species:S:1:pos:R:3:forces:R:3
N -0.451441 0.449980 -0.330364 6.120 -3.338 -3.249
S -0.711889 1.425991 -1.755124 4.783 0.066 -0.561
O -0.055121 -0.529547 2.487677 1.363 -1.643 -0.030
C 0.654148 -0.392148 -0.604481 -4.451 2.584 2.145
H 1.352566 -0.555954 -1.684949 -2.194 0.474 3.690
O 0.873196 -1.224411 0.487058 1.872 -0.792 -1.622
H -1.863037 1.371242 -1.447434 -5.769 0.331 0.734
H 1.042116 -2.396431 2.000259 -0.802 1.817 1.008
C 0.591531 -1.333338 1.892612 -0.921 0.502 -2.116
```
Forces are in eV/Å.

Computed properties:
Multiplicity: 1
SMILES: O=CO/C=N/S
Kohn-Sham gap in eV: 8.89
Energy in eV: -18539.0826

# 3
DFT (wB97M-V/def2-TZVPD) results for 3 unconnected molecules or ions with the total composition C3H14NO2S2 at a distorted geometry.

Structure (XYZ):
```
22
Properties=species:S:1:pos:R:3:forces:R:3
S -1.784924 -2.634975 -0.845391 -3.313 0.288 -1.149
C 0.299268 0.607825 0.649891 0.710 0.969 0.332
O 2.353547 0.405575 -3.457038 1.210 -0.361 -1.587
H 0.730748 -0.703394 -1.919078 0.350 0.848 0.249
H -1.651230 -1.339285 0.982867 1.378 0.212 -1.628
H -0.570435 -0.013956 -2.506986 -0.362 0.875 -0.819
H -0.184373 1.010421 1.574619 -0.126 0.031 -1.122
H 2.517078 -0.128430 -4.305807 -0.285 1.142 1.757
H -0.049847 -2.009392 0.550906 -0.888 1.088 -0.940
H 0.999582 1.365958 0.167327 -1.186 -0.567 0.902
H -1.710203 0.490457 -0.482121 3.023 -0.910 -0.161
H -1.008236 -4.972313 -0.933941 -0.142 -0.713 0.656
C -0.927661 -1.461416 0.044930 1.184 -0.056 4.334
N 0.119980 0.152503 -1.765726 -0.333 -1.545 2.213
H -1.379833 3.128037 6.287399 -0.063 0.186 0.210
C -0.610040 -0.040909 -0.411364 -1.985 1.252 0.106
S -0.546393 -3.943245 -1.604520 1.872 -0.607 -1.462
H 0.970440 -0.124709 1.082172 0.273 -0.451 -0.254
O -0.743752 3.606059 5.752279 0.349 0.583 -0.081
H 0.655564 1.094619 -1.630688 -0.441 -0.688 -1.248
H 3.124696 1.025855 -3.382766 -0.939 -0.802 -0.171
H -0.603976 4.484714 6.153035 -0.287 -0.775 -0.135
```
Forces are in eV/Å.

Computed properties:
Multiplicity: 2
Kohn-Sham gap (spin up / spin down) in eV: 3.84 / 9.13
⟨S²⟩: 0.7509
Energy in eV: -30588.9886

# 4
DFT (wB97M-V/def2-TZVPD) results for a molecular structure, C34H28Cl5N5O4S2Sc.

Structure (XYZ):
```
79
Properties=species:S:1:pos:R:3:forces:R:3
O -1.074478 0.868903 0.394090 0.090 -0.023 -0.027
Cl -1.692342 2.082248 -2.357205 -0.091 -0.011 -0.002
N 4.025834 0.622265 -0.213540 -0.003 -0.013 0.003
C -2.048630 -3.058571 2.414934 -0.033 -0.034 0.069
S -0.573675 -3.213985 3.378551 0.167 0.010 0.033
C -0.158383 -3.484192 -2.028311 -0.024 -0.017 0.028
C 1.982974 3.156966 1.340513 -0.003 0.076 0.006
H -2.804373 -1.681010 -4.226902 0.005 0.004 -0.004
Cl 3.409378 3.770649 -1.944891 -0.001 0.024 -0.013
C -4.432406 -2.927747 2.283530 -0.017 -0.004 0.028
C 3.975150 0.063504 -1.415138 0.067 0.025 0.008
C 1.611966 4.817216 -3.628480 0.008 0.004 -0.006
N 4.959436 -0.852854 -1.628598 -0.012 0.039 -0.041
C -1.947837 -2.849195 1.047334 0.019 0.022 -0.044
C 4.413731 2.473920 1.773892 -0.013 -0.033 -0.022
H 0.854393 -5.221398 -1.234455 0.003 -0.015 0.005
C 1.550274 -1.988276 -0.429091 -0.073 -0.042 0.027
H -3.330553 -3.266220 4.108817 -0.009 -0.011 0.013
C -2.070600 -2.183554 -3.607893 -0.012 0.003 0.007
Sc 0.872542 0.968467 -0.788470 0.585 0.551 -0.238
C 0.950772 4.929673 2.581037 -0.022 0.003 -0.005
C -3.284106 -3.105877 3.040992 0.031 0.063 -0.008
H -1.070765 5.372700 1.962131 -0.009 0.001 0.000
C -1.996424 -3.594162 -3.607530 0.004 0.004 -0.011
S 2.882493 0.366553 -2.694096 -0.287 0.043 0.251
H -1.419903 1.139856 3.140229 -0.029 -0.023 -0.009
C -0.660539 4.088863 -3.841544 -0.027 -0.007 0.000
C 1.649244 -3.398542 -0.448977 -0.025 0.003 0.018
C -5.595456 -2.453357 0.099567 0.008 0.000 0.012
C 0.805965 -4.138579 -1.226220 0.007 0.011 -0.001
H -0.979221 -2.810130 0.562991 0.044 -0.017 -0.026
C 0.630668 -1.272706 -1.176776 -0.146 -0.086 0.136
C -0.239508 -0.575203 3.679062 0.025 0.014 0.012
N 0.868320 2.997236 0.615657 0.074 -0.300 0.062
C 0.359675 4.947533 -4.226093 0.004 -0.016 0.023
H -2.069164 -0.356180 2.488053 -0.007 -0.018 -0.006
C -1.215247 -1.454487 -2.830441 -0.002 0.010 0.028
O 0.821221 0.349100 1.356007 0.038 -0.107 0.037
H -5.783535 -1.382260 0.000282 -0.004 0.011 -0.003
C 1.826504 3.819076 -2.676682 0.040 0.038 0.032
C -1.141843 0.173464 2.704992 0.023 0.076 -0.012
H -5.402787 -2.961604 2.765394 -0.005 -0.007 0.009
C -1.059264 -4.222231 -2.839356 -0.012 0.003 0.012
H -0.760340 -0.791417 4.611072 -0.013 0.020 -0.011
C -0.182507 3.773272 0.843426 -0.029 0.036 -0.041
C -0.433607 0.473615 1.403935 -0.128 -0.015 -0.043
C 3.131081 2.288468 1.024902 -0.002 -0.081 -0.073
N 2.978393 1.438413 0.069779 0.054 -0.011 0.076
Cl -2.234982 4.241482 -4.540439 0.017 -0.006 0.015
Cl 2.869014 5.913763 -4.087858 0.010 -0.011 0.013
H 5.711755 -0.899481 -0.963648 0.010 0.003 0.008
C -0.236056 -2.064570 -2.000993 0.013 0.023 -0.023
C 2.050271 4.124480 2.344049 -0.006 -0.010 -0.043
H 0.758234 -1.782301 2.275124 0.029 -0.034 -0.043
H -2.676015 -4.171620 -4.222723 -0.006 -0.010 0.000
N 0.280000 -1.842992 3.168596 -0.158 -0.025 0.055
C -0.375689 3.119282 -2.884714 -0.007 0.002 0.013
H 4.284422 2.237074 2.833052 -0.008 0.004 0.007
H -3.023919 -2.482757 -0.754607 0.047 0.008 -0.142
H -6.471115 -2.905306 0.565457 -0.011 -0.001 -0.001
H 0.986964 5.684564 3.356868 0.003 -0.006 -0.007
H 5.098229 -1.180617 -2.566166 -0.005 -0.013 0.017
H -5.486521 -2.859115 -0.905580 -0.004 -0.009 -0.015
H -0.987581 -5.304390 -2.835719 -0.001 -0.018 0.002
H 0.622839 0.049290 3.913947 -0.009 -0.023 0.016
Cl 0.069316 6.167694 -5.412390 0.003 0.002 -0.004
C -0.191930 4.761304 1.815158 0.034 -0.004 -0.007
H 4.751134 3.510343 1.699680 0.009 0.007 -0.002
H 2.385704 -3.890783 0.175670 0.003 -0.011 0.005
H 2.259971 -1.463521 0.208697 -0.024 0.001 0.020
H -1.051033 3.583572 0.222767 -0.003 -0.012 0.006
O -0.988976 -3.245180 4.754844 -0.003 -0.030 0.036
H 5.171349 1.818721 1.357653 -0.003 0.002 0.005
C -3.102016 -2.664427 0.308014 0.044 -0.014 0.009
O 0.222153 -4.268763 2.824700 -0.019 -0.006 -0.029
H -1.274431 -0.375670 -2.836389 0.006 -0.010 -0.004
C 0.851154 2.907276 -2.276586 -0.226 -0.017 -0.163
H 2.950507 4.241029 2.928029 0.015 0.000 0.008
C -4.355272 -2.696606 0.915026 -0.012 0.013 -0.039
```
Forces are in eV/Å.

Computed properties:
Multiplicity: 1
Kohn-Sham gap in eV: 6.86
Net charge: -1
Energy in eV: -156342.6869

# 5
DFT (wB97M-V/def2-TZVPD) results for 2 unconnected molecules or ions with the total composition C2H2N2O at a distorted geometry.

Structure (XYZ):
```
7
Properties=species:S:1:pos:R:3:forces:R:3
N 2.633703 -0.953555 0.160013 -2.396 -4.431 0.196
N 3.304001 -0.104580 0.149022 1.495 1.222 -0.235
C -0.146311 -0.260573 -0.725364 -1.730 -0.626 0.029
O 4.014332 0.800613 0.111416 1.928 2.716 -0.002
C 0.382533 0.132669 0.268170 0.804 1.391 0.350
H 1.030932 0.681216 0.916947 -0.451 -0.236 0.241
H -0.967247 -0.676811 -1.262927 0.351 -0.035 -0.578
```
Forces are in eV/Å.

Computed properties:
Multiplicity: 1
SMILES: N#[N+][O-].C#C
Kohn-Sham gap in eV: 11.66
Energy in eV: -7129.2943

# 6
DFT (wB97M-V/def2-TZVPD) results for a single C3H5N3O molecule.

Structure (XYZ):
```
12
Properties=species:S:1:pos:R:3:forces:R:3
C 0.427610 0.157284 -1.589504 0.194 0.303 0.079
H 1.501016 0.316168 -1.693018 -0.071 0.016 0.000
N 1.109840 0.063074 0.827365 -0.229 0.053 0.069
C 0.429564 0.066837 1.950995 -0.021 0.024 0.033
H -1.668292 0.108165 2.334033 0.164 -0.015 -0.144
H 0.849791 0.073151 2.946511 -0.116 -0.059 -0.066
N -1.100799 0.118035 0.360992 0.256 0.024 -0.036
H -0.090233 1.024408 -2.020411 0.043 -0.128 0.018
N -0.890057 0.092115 1.691292 0.053 -0.027 0.180
C 0.129604 0.098037 -0.119351 -0.104 -0.030 -0.165
H -0.828575 -1.091257 -2.387641 0.151 -0.054 0.068
O 0.130532 -1.026019 -2.301262 -0.320 -0.107 -0.035
```
Forces are in eV/Å.

Computed properties:
Multiplicity: 1
SMILES: OCc1nc[nH]n1
Kohn-Sham gap in eV: 10.95
Energy in eV: -9709.4114